No. 1
A molecular structure, C56H162CsF3O28 in a non-equilibrium geometry, computed with ωB97M-V/def2-TZVPD.

```
250
Properties=species:S:1:pos:R:3:forces:R:3
Cs -2.9877 -2.8005 -1.7040 0.0 0.3 0.3
C -1.3086 0.7871 -0.9153 1.4 -1.1 -2.6
O -0.5766 -0.4483 -0.6666 0.8 -0.4 2.6
O -2.1066 0.4179 -1.9835 0.0 1.2 1.8
C -1.8761 1.5924 0.3490 -1.1 1.2 -1.8
F -2.4730 0.8708 1.2499 -0.9 -1.6 1.0
F -1.0292 2.3691 1.0270 1.6 -0.3 -0.2
F -2.8003 2.5225 -0.0806 0.2 -0.8 -0.4
C 0.7321 -0.4041 0.0183 -1.2 -1.8 0.9
C 1.1145 -1.8940 0.3357 0.4 0.9 -1.1
H 1.8556 -1.9748 1.1310 0.0 0.3 0.2
H 0.2631 -2.5128 0.6189 -0.1 0.2 -0.2
H 1.6195 -2.2684 -0.5547 -0.4 -0.5 0.0
H 0.6985 0.0262 1.0192 -0.5 0.8 -0.2
H 1.5082 0.0791 -0.5752 -0.2 0.1 -0.2
H -0.4308 1.3374 -1.2541 -0.2 1.6 -0.1
C 2.9070 -5.5526 2.0721 0.7 0.9 -1.7
C 3.2973 -4.9065 0.6774 -3.1 0.1 1.5
O 3.8207 -5.8463 -0.1845 2.1 -1.0 -0.7
H 2.1097 -6.2776 1.9086 0.1 -0.2 0.1
H 2.5309 -4.7984 2.7633 0.2 0.0 0.1
H 3.8301 -6.0276 2.4042 -0.2 -0.1 0.5
H 3.8544 -3.9787 0.8076 0.7 -0.5 -0.3
H 2.3874 -4.6216 0.1491 -0.5 0.7 0.5
H 3.2648 -6.6287 -0.2033 -0.1 0.0 0.1
C -0.7974 8.7246 0.7618 1.0 1.6 -1.1
C -0.5355 7.7602 -0.3813 0.7 -1.3 1.9
O -0.0594 8.3411 -1.5463 -0.8 1.4 -0.5
H -1.3727 9.5496 0.3415 -0.5 0.1 0.5
H 0.1746 9.1740 0.9652 0.1 0.2 0.3
H -1.1650 8.3497 1.7170 -0.3 -0.4 -0.5
H -1.4216 7.1303 -0.4605 0.0 -0.3 -0.7
H 0.3166 7.2024 0.0071 -0.2 -1.1 0.1
H 0.3343 7.6752 -2.1147 0.2 -0.3 0.0
C -2.7951 -2.3569 4.9154 -1.2 0.0 0.5
C -3.0111 -3.8881 4.8885 -0.2 2.9 -1.5
O -1.8731 -4.4016 4.2396 0.1 -1.2 0.5
H -2.5033 -1.8794 3.9801 0.6 -0.5 -0.1
H -2.1174 -2.1590 5.7459 0.1 0.5 -0.3
H -3.7529 -1.8705 5.1005 -0.1 0.1 0.6
H -3.8533 -4.0747 4.2222 -0.2 -0.5 0.3
H -3.2102 -4.1350 5.9313 0.2 -1.0 -0.2
H -1.2304 -4.4708 4.9493 0.7 -0.1 0.1
C 2.0228 1.1987 -7.3469 -0.6 -0.8 1.5
C 2.3467 -0.0884 -6.5460 1.0 0.6 -1.0
O 2.2516 0.1488 -5.1326 -0.6 0.4 -0.7
H 2.6409 1.9935 -6.9294 -0.1 0.2 -0.3
H 0.9688 1.3751 -7.1323 0.0 0.6 -0.2
H 2.1337 1.1064 -8.4273 0.3 -0.2 0.2
H 3.3787 -0.3213 -6.8086 0.2 -0.4 0.2
H 1.7243 -0.9105 -6.8993 -0.2 -0.1 0.3
H 2.5194 -0.6298 -4.6391 0.2 -0.5 0.0
C -6.6004 -0.5610 4.8574 0.6 -1.0 0.4
C -7.9488 -0.6216 4.1885 0.5 1.3 -0.2
O -8.9146 -1.2060 4.9788 -1.1 -1.2 1.4
H -5.8342 -0.2267 4.1579 -0.1 0.3 0.1
H -6.2807 -1.5430 5.2060 -0.1 -0.5 -0.3
H -6.5348 -0.0067 5.7937 -0.5 0.6 -0.3
H -7.9466 -1.1849 3.2553 0.6 0.4 -0.5
H -8.2931 0.4076 4.0877 0.4 0.3 -0.9
H -9.7279 -1.0776 4.4851 -0.3 -0.2 0.3
C 6.0915 -1.2832 5.1486 -0.9 0.6 0.8
C 5.5331 -1.3766 3.7477 1.2 0.0 0.3
O 6.6890 -1.7427 3.0131 -0.2 -0.1 -0.4
H 5.2923 -0.9674 5.8192 -0.3 -0.7 0.5
H 6.7969 -0.4746 5.3404 0.3 0.0 -0.8
H 6.5945 -2.2134 5.4126 -0.3 0.0 0.2
H 5.0348 -0.4505 3.4611 0.4 0.4 -0.4
H 4.7534 -2.1302 3.6368 -0.1 -0.4 0.3
H 6.6478 -1.4415 2.1025 -0.1 0.3 -0.4
C 6.1104 2.7814 -4.1306 -0.2 0.5 0.1
C 5.0922 1.6560 -4.1889 1.2 0.5 -0.7
O 3.8320 2.2700 -4.3589 0.4 -0.2 0.6
H 7.1445 2.4574 -4.2480 -0.1 -0.1 0.0
H 6.0372 3.3959 -3.2333 -0.1 -0.3 0.3
H 5.8313 3.4710 -4.9273 0.3 -0.1 -0.3
H 5.2354 0.9399 -3.3797 -0.7 0.2 0.7
H 5.3822 1.0508 -5.0478 -0.3 -0.1 -0.6
H 3.2074 1.5641 -4.5416 -0.6 -0.3 -0.2
C 0.1908 -6.2973 -2.8241 0.3 0.0 1.2
C 1.4150 -7.0098 -3.3357 1.0 1.7 -0.8
O 1.0403 -8.1984 -3.9081 -0.3 -1.8 -0.4
H 0.3992 -5.3627 -2.3035 0.0 0.2 -0.3
H -0.1513 -6.9527 -2.0232 -0.7 -0.1 0.0
H -0.5727 -6.1614 -3.5901 0.1 -0.1 0.1
H 2.2169 -7.1397 -2.6090 -0.2 0.0 0.6
H 1.9457 -6.4762 -4.1242 -0.3 0.4 -0.2
H 0.9162 -8.8197 -3.1868 -0.2 -0.4 -0.2
C 4.5507 -0.3217 -0.5326 0.8 0.7 -1.7
C 5.9977 -0.8208 -0.6373 -0.7 -0.4 -0.6
O 6.6803 -0.5006 0.5287 0.7 -0.3 0.9
H 3.9723 -0.7246 0.2988 0.2 0.0 -0.1
H 4.0730 -0.4483 -1.5041 -0.5 -0.7 0.0
H 4.5853 0.7678 -0.5376 0.0 0.1 0.8
H 6.6100 -0.4037 -1.4368 -0.7 0.4 -0.6
H 6.0325 -1.8892 -0.8503 0.0 -0.2 0.5
H 6.8144 0.4471 0.4539 0.1 0.4 0.7
C -1.8276 2.3836 -6.4273 -0.3 -1.2 0.2
C -1.4023 1.8451 -5.0519 0.0 0.4 -0.8
O -2.1979 2.4068 -4.0179 0.4 0.2 -0.9
H -2.8382 2.0556 -6.6704 -0.2 0.0 0.1
H -1.1871 1.8597 -7.1368 0.1 0.4 -0.3
H -1.8204 3.4618 -6.5871 0.4 -0.1 0.4
H -0.3217 1.9679 -4.9795 0.3 1.0 0.6
H -1.4016 0.7558 -5.0127 -0.9 -0.3 -0.2
H -2.1023 1.8168 -3.2667 -0.2 -0.6 1.1
C -4.6456 -3.3609 -5.4336 -0.7 -0.6 0.7
C -4.4859 -4.7973 -5.0330 0.9 -1.1 -0.1
O -3.6079 -4.8773 -3.9090 0.5 0.1 0.6
H -5.0901 -3.3407 -6.4286 0.1 0.5 0.1
H -3.6899 -2.8430 -5.3523 -0.1 0.0 -0.4
H -5.3192 -2.9510 -4.6811 -0.1 0.6 -0.3
H -4.0046 -5.4039 -5.8001 -0.2 0.1 -0.5
H -5.3821 -5.3370 -4.7269 -0.5 0.4 -0.4
H -3.1202 -5.6970 -4.0183 0.1 0.0 0.3
C -2.0534 2.0623 4.3485 -0.9 1.4 0.6
C -2.4972 3.0773 5.4537 0.0 -2.1 -1.7
O -1.4854 3.0742 6.4210 -0.4 1.2 0.8
H -1.3594 2.6400 3.7380 0.2 -0.5 -0.2
H -2.9342 1.8178 3.7547 0.2 -0.1 -0.2
H -1.6029 1.1559 4.7529 0.0 0.2 0.1
H -3.4007 2.7621 5.9757 -0.4 0.0 -0.4
H -2.6421 4.0457 4.9748 0.0 0.2 0.2
H -1.9705 3.5500 7.0992 1.0 0.1 0.9
C 8.1403 -4.1904 0.7934 0.6 0.6 0.5
C 6.7168 -4.6081 0.6619 -0.4 -0.4 0.7
O 6.6733 -5.9428 0.2473 0.5 -1.1 -0.6
H 8.2200 -3.2499 1.3386 -0.2 0.4 -0.5
H 8.5757 -4.1181 -0.2033 0.3 0.0 0.2
H 8.7389 -4.8229 1.4490 -0.2 -0.6 -0.4
H 6.2035 -3.9739 -0.0609 -0.2 0.3 0.0
H 6.2015 -4.5896 1.6222 -0.1 0.7 0.2
H 5.7680 -6.2570 0.3044 -0.2 0.1 -0.2
C -6.1765 4.4248 -2.9954 1.1 0.8 -0.4
C -4.8086 5.0762 -3.5230 -1.8 0.2 0.3
O -4.3057 4.4713 -4.6555 0.3 -1.0 -1.1
H -6.6151 5.0333 -2.2046 0.2 0.0 0.3
H -6.0333 3.4053 -2.6375 0.2 0.1 0.1
H -6.9493 4.3949 -3.7635 0.3 0.0 -0.4
H -4.0459 5.1533 -2.7481 -0.1 -0.1 0.4
H -4.9812 6.0764 -3.9203 -0.4 0.3 0.7
H -3.9056 3.6248 -4.4432 0.4 -0.3 0.1
C -6.5893 -0.0105 -4.6089 -1.1 0.9 -0.6
C -5.3278 0.5550 -3.9378 -0.9 -0.8 -1.4
O -4.5950 -0.5612 -3.4803 0.4 0.1 0.6
H -7.0692 0.7851 -5.1789 0.2 0.3 -0.3
H -7.4647 -0.3742 -4.0709 0.5 0.0 1.2
H -6.4672 -0.8189 -5.3298 0.9 0.1 0.0
H -5.4805 1.3523 -3.2105 -0.4 -0.5 0.6
H -4.7455 1.0766 -4.6974 0.1 -0.1 -0.4
H -3.7562 -0.1744 -3.2189 0.7 0.0 0.6
C 3.0303 1.3573 5.5303 -1.5 -0.6 0.4
C 1.6602 2.0826 5.4739 0.9 0.7 -0.4
O 0.8164 1.7664 6.5485 0.7 -0.8 0.2
H 2.8279 0.2929 5.4110 0.0 -0.2 -0.4
H 3.4467 1.3673 6.5376 0.3 0.7 -0.1
H 3.7208 1.6617 4.7438 0.0 0.2 0.2
H 1.1474 1.9111 4.5275 0.0 -0.6 -0.4
H 1.7825 3.1656 5.4596 0.5 0.3 0.1
H 0.0649 2.3540 6.4409 -0.5 0.0 0.3
C -2.0844 -6.7932 1.9226 0.8 -1.0 -0.3
C -1.3462 -5.7965 0.9351 -1.3 -1.1 2.1
O -2.0060 -4.5912 1.1592 -0.8 1.7 -1.0
H -2.0779 -6.5240 2.9788 0.8 0.5 -0.1
H -1.6846 -7.8062 1.8755 0.3 -0.1 -0.1
H -3.1581 -6.9385 1.8043 -0.1 0.5 -1.0
H -1.4253 -6.1076 -0.1065 -0.1 0.1 0.0
H -0.3142 -5.5657 1.1994 0.4 -1.0 -0.1
H -1.8629 -4.4158 2.0921 -0.1 0.4 0.4
C 2.4797 2.7967 0.2631 -1.2 0.4 -0.1
C 2.5016 4.3343 0.1985 0.8 -0.9 0.5
O 3.2741 4.8807 1.2818 -0.4 0.2 -0.1
H 1.5322 2.5016 -0.1877 0.1 -0.3 -0.5
H 2.3740 2.3780 1.2639 0.3 0.3 0.3
H 3.3144 2.3322 -0.2620 -0.1 0.1 0.1
H 1.5104 4.7855 0.2451 0.1 -0.1 0.1
H 2.9759 4.5729 -0.7535 -0.2 0.5 -0.1
H 4.0515 4.3263 1.3810 -0.1 0.1 0.0
C 1.0572 -3.0039 5.3943 0.1 -0.1 0.7
C 0.4351 -3.0366 6.8200 2.4 1.0 -1.3
O -0.5128 -4.0310 6.8965 -1.8 -0.9 -0.2
H 1.9034 -2.3217 5.3138 -0.1 0.3 0.4
H 0.3196 -2.6635 4.6675 -0.1 -0.3 -0.1
H 1.4909 -3.9691 5.1329 -0.4 -0.2 -0.1
H 0.0434 -2.0337 6.9900 -0.2 0.0 0.4
H 1.1850 -3.3147 7.5605 0.5 0.7 0.0
H -0.9633 -3.8675 7.7283 -0.3 -0.4 0.1
C -5.9177 -0.8379 0.6276 -0.6 -0.4 0.5
C -4.9025 -1.4640 1.5489 1.3 0.5 -0.5
O -4.7189 -2.8243 1.1150 -0.5 0.1 0.6
H -6.8394 -1.4153 0.7000 0.0 -0.4 -0.3
H -5.5280 -0.8871 -0.3892 -0.3 0.4 -0.1
H -6.2747 0.1458 0.9324 0.7 0.3 -0.2
H -5.0667 -1.3040 2.6145 -0.7 -0.7 0.1
H -3.9175 -1.0111 1.4362 0.0 0.5 -0.3
H -4.3404 -3.2949 1.8612 0.2 -0.3 -0.1
C -7.1505 4.1310 1.8538 -0.4 -0.2 -0.1
C -7.5070 2.8094 2.5335 1.1 0.6 -0.6
O -7.7277 3.1152 3.9006 0.0 -0.8 0.1
H -7.0068 4.0479 0.7765 -0.3 0.1 -0.1
H -6.2087 4.4965 2.2632 0.0 -0.1 0.1
H -7.9192 4.8506 2.1354 0.0 0.3 -0.5
H -6.6232 2.1934 2.3675 0.1 -0.4 0.8
H -8.3211 2.2149 2.1190 -0.4 0.4 -0.2
H -8.5853 3.5466 3.9014 -0.1 0.1 0.3
C 4.0648 -4.2905 -3.1026 -1.4 0.3 0.5
C 2.8252 -3.5197 -2.5398 2.0 1.0 0.2
O 2.4785 -2.4409 -3.3806 -0.1 0.2 -2.2
H 3.7489 -4.9881 -3.8783 0.1 0.0 -0.1
H 4.4844 -4.8649 -2.2767 0.1 0.0 -0.1
H 4.8092 -3.6078 -3.5123 -0.1 0.1 0.1
H 3.1579 -2.8979 -1.7087 0.2 -1.2 1.1
H 1.9997 -4.1779 -2.2690 0.0 0.1 -0.1
H 1.5837 -2.1216 -3.2430 -0.7 -0.1 0.6
C -0.5898 -3.3530 -4.8273 -0.2 0.9 0.2
C -0.6865 -1.8590 -4.3654 -0.5 -1.3 0.4
O -0.2689 -1.7527 -2.9775 0.8 -0.9 -1.7
H -0.7991 -4.0364 -4.0044 0.1 0.1 0.0
H 0.3934 -3.5611 -5.2495 0.1 0.0 0.3
H -1.3059 -3.5833 -5.6162 -0.1 0.2 0.0
H -1.7076 -1.4779 -4.3590 -0.3 -0.2 -0.4
H -0.1304 -1.2749 -5.0987 0.4 0.4 0.5
H -0.6204 -0.9348 -2.6183 -0.4 0.8 0.5
C -0.7362 5.3355 -4.3362 0.3 -1.0 0.3
C 0.0838 5.2035 -3.0380 -1.6 0.7 0.4
O 1.1631 6.1019 -2.9240 0.8 0.0 -0.2
H -0.3949 4.5479 -5.0080 0.1 0.3 -0.4
H -0.6914 6.3155 -4.8114 0.2 0.0 0.2
H -1.7821 5.0927 -4.1483 0.0 0.1 0.1
H 0.3507 4.1731 -2.8032 0.2 -0.1 -0.3
H -0.5540 5.5207 -2.2129 -0.2 -0.1 0.1
H 1.9322 5.7504 -3.3785 0.1 0.1 -0.1
C 0.5362 5.9650 3.5738 0.9 0.7 -0.9
C 1.8458 6.7384 3.9274 -3.7 0.1 -1.3
O 2.8293 5.8319 4.0729 2.5 -0.7 1.8
H -0.2349 6.7168 3.4058 -0.5 -0.4 0.3
H 0.3266 5.1634 4.2820 -0.3 0.4 0.4
H 0.7104 5.4488 2.6297 -0.1 0.0 -0.3
H 1.5255 7.3404 4.7778 1.1 -0.4 0.9
H 2.0151 7.4933 3.1596 0.3 0.0 -0.4
H 2.9321 5.2421 3.3225 -0.4 0.3 -0.6
C 5.6365 2.8201 2.7954 -0.9 -0.6 0.6
C 6.2779 3.4622 1.5964 -1.9 0.2 1.0
O 6.6988 2.4580 0.7139 1.6 -0.2 -0.3
H 5.0856 3.4967 3.4488 0.4 0.5 0.0
H 6.3323 2.2522 3.4130 0.2 0.1 -0.1
H 4.8435 2.1362 2.4929 0.1 -0.3 -0.3
H 7.0017 4.1734 1.9943 0.5 -0.1 -0.7
H 5.5053 3.9770 1.0251 0.4 0.7 0.1
H 7.5791 2.7374 0.4520 0.2 -0.4 -0.4
```
Forces are in eV/Å.

## Properties
Charge: 0
E_LUMO (eV): -0.296
Electronic energy (eV): -126720.3209

***

No. 2
4 unconnected molecules or ions with the total composition C4H16O4 in a non-equilibrium geometry, computed with ωB97M-V/def2-TZVPD.

```
24
Properties=species:S:1:pos:R:3:forces:R:3
C -1.5180 8.1992 -0.6336 1.4 -0.5 0.2
O -1.7968 6.8072 -0.6133 -0.9 0.0 0.1
H -0.7559 8.3640 -1.3953 -0.3 0.5 -0.5
H -2.4181 8.7985 -0.7711 0.1 -0.4 -0.2
H -1.0054 8.5095 0.2769 -0.3 0.1 0.4
H -0.9959 6.2958 -0.4767 0.1 0.2 0.0
C -1.6590 -5.9563 -1.8967 0.2 -0.9 -0.7
O -0.5949 -4.9968 -2.0087 -1.0 -0.1 0.6
H -2.4760 -5.8382 -2.6085 0.2 0.5 -0.5
H -1.2486 -6.9490 -2.0819 0.0 -0.2 0.1
H -2.1964 -6.0359 -0.9517 0.8 0.7 0.5
H -0.0086 -5.3049 -2.7036 -0.1 0.0 0.0
C 1.4754 1.3586 -1.6641 -0.6 -0.3 -2.1
O 1.7729 2.6125 -1.0952 0.1 -0.3 0.8
H 1.1153 0.5491 -1.0293 0.4 0.6 0.8
H 0.6902 1.4647 -2.4127 -0.6 0.2 0.1
H 2.2428 0.9471 -2.3198 0.8 0.0 0.5
H 2.3039 3.1295 -1.7054 0.0 -0.2 -0.1
C 1.1863 -3.3900 4.1282 -1.2 1.4 0.0
O 1.1356 -4.0921 5.3344 0.8 -1.3 0.3
H 1.3447 -2.3672 4.4700 0.2 0.2 -0.6
H 1.8933 -3.6702 3.3474 0.4 -0.3 0.4
H 0.1873 -3.4278 3.6938 -0.1 0.1 -0.4
H 1.3261 -5.0075 5.1168 -0.1 -0.2 0.4
```
Forces are in eV/Å.

## Properties
Charge: 0
E_LUMO (eV): 0.656
SMILES: CO.CO.CO.CO
Electronic energy (eV): -12594.6463

***

Taking the records one at a time from the top gives HOMO level values of -8.8; -10.2 eV.
Taking the records one at a time from the top gives relative energy (zero: lowest compared OMol25 entry of this formula, charge and spin) values of 111.76; 73.57 kcal/mol.
Taking the records one at a time from the top gives frontier orbital gap values of 0.3136; 0.3981 hartree.